[1]
{
  "formula": "C30H30N6O2SSeY",
  "method": "ωB97M-V/def2-TZVPD",
  "species": ["Y", "N", "C", "C", "C", "O", "O", "H", "H", "H", "H", "H", "H", "S", "N", "C", "C", "C", "C", "C", "N", "C", "C", "N", "C", "C", "C", "C", "C", "N", "H", "H", "H", "H", "H", "H", "Se", "C", "C", "C", "C", "C", "C", "H", "H", "H", "H", "H", "C", "N", "C", "C", "C", "C", "C", "C", "C", "C", "H", "H", "H", "H", "H", "H", "H", "H", "H", "H", "H", "H", "H"],
  "coordinates": [[-0.0356, -1.0378, 0.8884], [0.8810, -3.1316, 2.4525], [2.1172, -3.1440, 3.3088], [2.4765, -1.7231, 3.6936], [2.7318, -0.9284, 2.4258], [3.7855, -0.8085, 1.8051], [1.7042, -0.2538, 1.9878], [0.0330, -3.3619, 2.9701], [0.9625, -3.8760, 1.7328], [2.9350, -3.5962, 2.7718], [1.9523, -3.7589, 4.1803], [3.3597, -1.7346, 4.3007], [1.6318, -1.2343, 4.2161], [-4.4636, 4.8374, -2.1575], [-3.5027, 4.7657, -0.8613], [-2.7816, 3.6730, -0.9623], [-1.8011, 3.2441, 0.0417], [-1.2811, 4.1224, 1.0247], [-0.3686, 3.6167, 1.9408], [0.0376, 2.2584, 1.8094], [-0.4935, 1.4205, 0.8884], [-1.3412, 1.9482, -0.0334], [-1.6651, 1.0940, -1.1945], [-1.0310, -0.0684, -1.1776], [-1.5129, -0.9693, -2.0815], [-2.4510, -0.6628, -3.0810], [-3.0151, 0.5943, -3.1080], [-2.5709, 1.5273, -2.1769], [-3.2006, 2.8368, -2.0568], [-4.0298, 3.4087, -2.8553], [-1.4673, 5.2120, 0.9985], [0.0132, 4.2271, 2.7360], [0.7375, 1.8183, 2.4829], [-1.0581, -1.9439, -2.0693], [-2.7263, -1.3894, -3.8323], [-3.7782, 0.8419, -3.8307], [-2.0937, -3.0004, 0.9381], [-2.9424, -1.3755, 1.3446], [-2.8286, -0.7757, 2.5703], [-3.5103, 0.3647, 2.9378], [-4.3211, 0.9463, 2.0553], [-4.5299, 0.3817, 0.7809], [-3.8056, -0.7514, 0.4464], [-2.2901, -1.2555, 3.4002], [-3.3416, 0.8194, 3.8817], [-4.8023, 1.8460, 2.3446], [-5.1351, 0.8200, 0.0593], [-3.9470, -1.2631, -0.5525], [3.6961, 1.8738, -0.1831], [3.2983, 0.5028, -0.6719], [4.5170, -0.1796, -1.1208], [2.1381, 0.5385, -1.6393], [1.7881, -0.8692, -2.0398], [2.1187, -1.3271, -3.2946], [1.9149, -2.6491, -3.6774], [1.4595, -3.4757, -2.6899], [1.2062, -3.0624, -1.3921], [1.3197, -1.7301, -1.0257], [4.5257, 1.8448, 0.4867], [2.9222, 2.4263, 0.2609], [3.9891, 2.5044, -1.0305], [3.0116, -0.0648, 0.1927], [4.9988, 0.3393, -1.9099], [4.2357, -1.1911, -1.3821], [5.1617, -0.2006, -0.2322], [2.4900, 1.1550, -2.4920], [1.2964, 1.0677, -1.1649], [2.4896, -0.6720, -4.0831], [2.0400, -3.0587, -4.6935], [1.3022, -4.5037, -2.8930], [0.8449, -3.8490, -0.7093]],
  "lowdin_charge": [1.322, -0.045, -0.211, -0.096, -0.597, 0.042, -0.245, 0.042, 0.078, 0.120, 0.113, 0.119, 0.129, 1.048, -0.214, -0.294, -0.076, 0.037, -0.009, -0.074, 0.040, -0.152, -0.169, 0.036, -0.083, -0.003, 0.029, -0.071, -0.331, -0.183, 0.138, 0.109, 0.093, 0.091, 0.122, 0.130, 0.619, -0.795, -0.186, -0.102, -0.086, -0.044, -0.144, 0.109, 0.108, 0.102, 0.088, 0.119, 0.012, -0.180, 0.002, -0.086, -0.311, -0.061, -0.069, -0.105, -0.156, -0.207, 0.098, 0.072, 0.111, 0.123, 0.099, 0.107, 0.107, 0.143, 0.109, 0.116, 0.121, 0.096, 0.086],
  "largest_force_ha_per_bohr": 0.061,
  "homo_lumo_gap_ev": 6.75,
  "charge": 1,
  "homo_ev": -10.19,
  "de_lowest_ev": 0.000
}

***

[2]
{
  "formula": "C30H30O2P",
  "method": "ωB97M-V/def2-TZVPD",
  "species": ["C", "O", "C", "C", "C", "C", "C", "C", "C", "C", "H", "H", "H", "H", "H", "H", "H", "H", "H", "H", "H", "C", "C", "C", "P", "C", "C", "C", "C", "C", "C", "C", "C", "C", "C", "C", "C", "C", "C", "C", "C", "C", "C", "O", "H", "H", "H", "H", "H", "H", "H", "H", "H", "H", "H", "H", "H", "H", "H", "H", "H", "H", "H"],
  "coordinates": [[0.7874, 1.4453, -2.4402], [0.0676, 1.4912, -1.2081], [-0.9732, 0.5721, -1.1398], [-2.2338, 1.0947, -1.8849], [-3.1994, 0.1156, -2.2023], [-4.3697, 0.3942, -2.9111], [-4.6651, 1.6917, -3.3499], [-5.8173, 1.8937, -4.3124], [-3.7756, 2.7155, -3.0021], [-2.5991, 2.4389, -2.2549], [1.1942, 2.4575, -2.5222], [1.6034, 0.7221, -2.3121], [0.1642, 1.1749, -3.3218], [-0.8126, -0.3868, -1.7363], [-3.0078, -0.8759, -1.7947], [-5.0557, -0.4122, -3.1766], [-5.9095, 2.9381, -4.6559], [-5.7026, 1.3068, -5.2369], [-6.7863, 1.5793, -3.8520], [-3.9992, 3.7381, -3.3673], [-1.9886, 3.2964, -1.9000], [-2.6771, 1.2673, 0.8055], [-1.2760, 0.9921, 1.1810], [-0.7093, -0.0879, 0.2974], [0.9750, -0.6198, 0.9914], [2.2671, 0.4782, 0.3726], [2.3246, 1.7659, 0.9208], [3.3984, 2.6070, 0.6068], [4.4029, 2.1601, -0.2686], [4.3083, 0.8981, -0.8621], [3.2478, 0.0443, -0.5431], [1.1436, -0.6105, 2.8100], [2.3967, -0.3611, 3.4240], [2.5316, -0.5426, 4.8055], [1.4204, -0.9283, 5.5660], [0.1799, -1.1644, 4.9653], [0.0482, -1.0317, 3.5823], [1.3941, -2.3509, 0.5383], [2.3048, -3.0522, 1.3549], [2.5514, -4.4011, 1.1128], [1.9578, -5.0474, 0.0303], [1.1081, -4.3320, -0.8211], [0.7779, -2.9960, -0.5503], [-0.6133, 1.7105, 1.9249], [-3.2203, 0.4140, 0.3850], [-3.1992, 1.6759, 1.6510], [-2.6447, 2.0609, 0.0583], [-1.3181, -1.0713, 0.2677], [1.5218, 2.0853, 1.5977], [3.4286, 3.5948, 1.0771], [5.2435, 2.8223, -0.5066], [5.0765, 0.5718, -1.5713], [3.1733, -0.9509, -0.9903], [3.2703, -0.0258, 2.8500], [3.4975, -0.3694, 5.2934], [1.5114, -1.0451, 6.6461], [-0.6988, -1.4429, 5.5558], [-0.9126, -1.2441, 3.1033], [2.8038, -2.5574, 2.1857], [3.2042, -4.9610, 1.7690], [2.1461, -6.1063, -0.1667], [0.6818, -4.7934, -1.7071], [0.0506, -2.4461, -1.1614]],
  "lowdin_charge": [-0.041, -0.176, -0.304, -0.194, -0.053, -0.030, -0.271, -0.052, -0.022, -0.016, 0.107, 0.074, 0.112, 0.142, 0.115, 0.121, 0.080, 0.087, 0.096, 0.124, 0.129, 0.010, -0.451, -0.193, 1.213, -0.328, -0.080, -0.044, -0.055, -0.067, -0.084, -0.302, -0.073, -0.052, -0.054, -0.053, -0.070, -0.290, -0.058, -0.054, -0.052, -0.059, -0.070, 0.080, 0.102, 0.104, 0.093, 0.153, 0.106, 0.117, 0.116, 0.116, 0.113, 0.120, 0.119, 0.115, 0.118, 0.117, 0.104, 0.114, 0.119, 0.112, 0.099],
  "largest_force_ha_per_bohr": 0.064,
  "homo_lumo_gap_ev": 8.79,
  "charge": 1,
  "homo_ev": -11.42,
  "de_lowest_ev": 0.146
}

***

[3]
{
  "formula": "C30H31BF6O2S",
  "method": "ωB97M-V/def2-TZVPD",
  "species": ["C", "C", "C", "O", "B", "C", "C", "C", "C", "C", "C", "C", "C", "C", "C", "C", "O", "C", "C", "C", "H", "H", "H", "H", "H", "H", "H", "H", "H", "H", "H", "H", "H", "H", "H", "H", "H", "H", "H", "H", "H", "H", "H", "C", "C", "C", "C", "C", "C", "C", "C", "C", "F", "F", "F", "C", "C", "C", "F", "F", "F", "C", "S", "H", "H", "H", "H", "H", "H", "H", "H"],
  "coordinates": [[0.6358, 4.1794, 2.3935], [0.5909, 3.2639, 1.1694], [2.0153, 3.0504, 0.6899], [0.0791, 1.9868, 1.6044], [-1.2275, 1.9043, 1.1521], [-1.9019, 0.4346, 1.2561], [-1.5678, -0.9539, 0.7592], [-1.0256, -1.9307, 1.6151], [-1.4907, -3.2483, 1.5442], [-2.3309, -3.6449, 0.5097], [-2.6396, -2.7331, -0.4974], [-2.2360, -1.4041, -0.3908], [-1.8212, 0.5914, 2.7643], [-2.9093, 1.2386, 3.2625], [-3.8758, 1.6049, 2.1814], [-3.4283, 0.7463, 0.9765], [-1.6710, 2.9527, 0.4005], [-0.4701, 3.7040, 0.0490], [-0.8911, 5.1593, -0.0013], [-0.0050, 3.2833, -1.3478], [1.1120, 5.1420, 2.1578], [-0.3675, 4.3700, 2.7933], [1.2329, 3.6983, 3.1840], [2.4097, 3.9758, 0.2418], [2.6695, 2.7958, 1.5352], [2.0735, 2.2364, -0.0395], [-0.3053, -1.6670, 2.3940], [-1.2020, -3.9654, 2.3137], [-2.6990, -4.6710, 0.4525], [-3.2125, -3.0568, -1.3634], [-2.5305, -0.6829, -1.1546], [-1.0018, 0.1545, 3.3281], [-3.0890, 1.4826, 4.3063], [-3.7503, 2.6598, 1.8969], [-4.9329, 1.4663, 2.4271], [-4.0104, -0.1815, 0.9801], [-3.5948, 1.2299, 0.0105], [-0.0320, 5.8038, -0.2302], [-1.6211, 5.2917, -0.8128], [-1.3407, 5.4900, 0.9432], [0.8376, 3.9099, -1.6793], [0.3079, 2.2309, -1.3711], [-0.8226, 3.4103, -2.0688], [5.7958, 0.7682, -1.1857], [4.3483, 0.4666, -1.2753], [3.4901, 0.8031, -2.3141], [2.2798, 0.0535, -2.3003], [2.2021, -0.8537, -1.2471], [1.3257, -1.9816, -1.1699], [1.5241, -2.9687, -0.1857], [0.9388, -4.2067, -0.3561], [1.1152, -5.2602, 0.7032], [2.2321, -6.0283, 0.5151], [1.2217, -4.7081, 1.9601], [0.0387, -6.1158, 0.7369], [0.1540, -4.4906, -1.4702], [-0.2036, -3.4578, -2.3261], [-1.2296, -3.7012, -3.4000], [-2.1294, -2.6636, -3.4954], [-0.6741, -3.8530, -4.6365], [-1.9609, -4.8294, -3.1439], [0.3461, -2.1944, -2.1743], [3.5412, -0.5704, -0.1411], [6.1336, 1.2096, -2.1255], [6.0271, 1.4622, -0.3708], [6.3542, -0.1608, -1.0254], [3.7625, 1.5088, -3.0957], [1.5295, 0.0904, -3.0831], [2.1184, -2.7659, 0.7007], [-0.2640, -5.4824, -1.6098], [0.0227, -1.3781, -2.8192]],
  "lowdin_charge": [-0.011, -0.442, -0.013, 0.133, -0.628, -0.203, -0.138, -0.030, -0.086, -0.087, -0.088, -0.053, -0.031, -0.048, -0.172, -0.107, 0.155, -0.426, -0.013, -0.007, 0.094, 0.095, 0.097, 0.101, 0.097, 0.063, 0.117, 0.106, 0.112, 0.102, 0.127, 0.121, 0.106, 0.110, 0.113, 0.123, 0.117, 0.096, 0.096, 0.091, 0.098, 0.085, 0.098, -0.106, -0.583, -0.128, -0.112, -0.454, -0.198, 0.025, -0.112, -0.499, 0.125, 0.104, 0.108, 0.051, -0.114, -0.510, 0.105, 0.129, 0.114, 0.055, 1.084, 0.083, 0.080, 0.080, 0.113, 0.108, 0.116, 0.139, 0.131],
  "largest_force_ha_per_bohr": 0.063,
  "homo_lumo_gap_ev": 7.62,
  "smiles": "CC1(C)OB([C@@]2(c3ccccc3)C=CCC2)OC1(C)C.Cc1ccc(-c2cc(C(F)(F)F)cc(C(F)(F)F)c2)s1",
  "charge": 0,
  "homo_ev": -7.90,
  "de_lowest_ev": 0.537
}